Entry 1:
Formula: C13H18F16GaN2O3
Source: the Open Molecules 2025 dataset
Level of theory: wB97M-V/def2-TZVPD

Positions of all 53 atoms, in Å:
1 N -5.96160 3.52105 -3.27451
2 C -4.49429 3.91025 -3.19891
3 Ga -4.13655 4.21121 -1.15669
4 N -5.41852 5.53591 -0.55658
5 C -4.36430 2.34073 -0.28304
6 C -3.75897 2.21971 1.16104
7 O -2.55251 2.44733 1.44655
8 H -6.47489 4.23573 -2.74140
9 H -6.26719 3.48385 -4.25392
10 H -4.25827 4.83516 -3.81884
11 H -3.89403 2.98693 -3.48665
12 H -2.63747 4.76315 -1.04339
13 H -6.21028 5.13878 -0.04270
14 H -4.98959 6.32474 -0.06662
15 H -5.46876 2.02690 -0.29491
16 H -3.84621 1.60325 -0.99569
17 H -4.48911 1.92651 2.00254
18 C 2.06861 0.11665 1.30250
19 C 3.29141 1.04387 1.48444
20 C 3.91548 1.07690 2.88102
21 F 3.06780 1.52411 3.82101
22 F 4.98077 1.92257 2.89932
23 F 2.96460 2.28960 1.07199
24 F 4.25346 0.60112 0.61740
25 O 0.77368 0.72483 1.36569
26 C 0.18759 0.90039 2.63785
27 C -0.03236 2.37721 2.98340
28 F 1.13395 3.06801 2.98276
29 F -0.56123 2.50776 4.22710
30 F 0.91248 0.24126 3.56724
31 F -1.00407 0.27056 2.58582
32 H 2.12915 -0.25992 0.27833
33 H 2.12899 -0.77390 1.92577
34 H 4.27271 0.08589 3.17620
35 H -0.70700 2.85207 2.26737
36 C 3.21312 -5.42537 -0.22986
37 C 3.09218 -6.05567 -1.63543
38 C 3.72361 -5.27118 -2.78731
39 F 3.16631 -4.06137 -2.95983
40 F 3.55068 -5.93826 -3.95748
41 F 1.78949 -6.32137 -1.88672
42 F 3.71833 -7.26859 -1.57667
43 O 2.08320 -4.69217 0.26186
44 C 1.96811 -3.33404 -0.10098
45 C 0.71692 -3.05152 -0.93862
46 F 0.71232 -3.76790 -2.08199
47 F 0.66558 -1.74698 -1.29236
48 F 3.10384 -2.92621 -0.69446
49 F 1.89034 -2.64590 1.06175
50 H 3.29927 -6.26559 0.46456
51 H 4.14402 -4.86761 -0.10358
52 H 4.79893 -5.14204 -2.63354
53 H -0.18973 -3.29842 -0.38083

Results
**Gap between HOMO and LUMO**: 0.2149 Eh
**LUMO energy**: 1.7 eV
**Charge**: -1
**Calculated total energy**: -4364.0305 a.u.

=====

Entry 2:
Formula: C17H15NO3
Source: the Open Molecules 2025 dataset
Level of theory: wB97M-V/def2-TZVPD

Positions of all 36 atoms, in Å:
1 O 3.84727 2.67171 2.71463
2 O 0.64993 -0.82587 -3.71995
3 N 0.21796 1.59185 -1.18194
4 O 0.64107 1.08565 -2.48554
5 C 3.05411 2.38121 1.83759
6 C 0.11585 -0.09607 -2.86117
7 C 1.11470 1.75785 -0.21644
8 C 0.68311 2.19209 1.10379
9 C 2.53861 1.49636 -0.43028
10 C 1.57994 2.51934 2.13059
11 C 3.48226 1.82624 0.54502
12 C -1.11451 -0.54480 -2.27370
13 C -1.42544 -1.87903 -2.15511
14 C -4.47539 -3.53581 0.33651
15 C -3.47836 -4.37624 -0.19855
16 C -4.50035 -2.19823 0.03935
17 C -2.51565 -3.83629 -1.04027
18 C -3.49772 -1.64457 -0.77749
19 C -2.50506 -2.44523 -1.31157
20 C 1.09396 3.06857 3.45284
21 C 4.94860 1.61462 0.25694
22 H -0.33769 2.29710 1.34380
23 H 2.89324 1.08852 -1.42376
24 H -1.79856 0.22985 -1.85559
25 H -0.71189 -2.57531 -2.54236
26 H -5.32051 -3.93837 0.85778
27 H -3.41413 -5.44176 -0.01564
28 H -5.31038 -1.57419 0.40623
29 H -1.76185 -4.48332 -1.53648
30 H -3.58821 -0.57738 -0.94793
31 H 1.50331 2.43988 4.24527
32 H -0.00190 3.01396 3.58428
33 H 1.40299 4.11325 3.59472
34 H 5.36379 0.84063 0.91205
35 H 5.07594 1.23666 -0.77187
36 H 5.55097 2.50713 0.38425

Results
**Energy above the lowest of the compared OMol25 structures with the same formula, charge and spin**: 465.8 kJ/mol
**Gap between HOMO and LUMO**: 0.2645 Eh
**LUMO energy**: -1.6 eV
**SMILES**: CC1=CC(=NOC(=O)/C=C/c2ccccc2)C=C(C)C1=O
**Calculated total energy**: -937.1657 a.u.

=====

Entry 3:
Formula: C5H15NOS
Source: the Open Molecules 2025 dataset
Level of theory: wB97M-V/def2-TZVPD

Positions of all 23 atoms, in Å:
1 C 2.04220 -1.37276 0.89620
2 C 0.70596 -0.72383 0.40066
3 C -0.23400 -0.49554 1.68506
4 C -1.48254 0.23708 1.34209
5 S -1.37729 1.91954 0.44922
6 C -1.44441 1.44695 -1.34008
7 N 0.06600 -1.58076 -0.57910
8 H 2.82768 -0.64034 1.24734
9 H 1.77274 -2.04524 1.76002
10 H 2.50015 -2.05070 0.21191
11 H 0.79621 0.32549 0.04563
12 H 0.39643 0.01548 2.48242
13 H -0.33411 -1.56392 2.22820
14 H -2.28281 -0.40800 0.75688
15 H -2.25393 0.32471 2.21502
16 H -2.41278 2.09977 -1.64696
17 H -0.57775 1.66332 -1.91503
18 H -1.81176 0.42789 -1.35277
19 H -0.37498 -1.08560 -1.31063
20 H -0.53721 -2.35209 -0.24086
21 H 2.11118 -0.61700 -3.22446
22 H 2.08686 -1.18093 -1.83045
23 O 2.76818 -0.88893 -2.55795

Results
**Energy above the lowest of the compared OMol25 structures with the same formula, charge and spin**: 174.7 kJ/mol
**Gap between HOMO and LUMO**: 0.3523 Eh
**LUMO energy**: 0.7 eV
**SMILES**: CSCC[C@@H](C)N.O
**Calculated total energy**: -727.6192 a.u.

=====

Entry 4:
Formula: C19H19IrN6O
Source: the Open Molecules 2025 dataset
Level of theory: wB97M-V/def2-TZVPD

Positions of all 46 atoms, in Å:
1 Ir 0.65386 -0.03997 0.12763
2 C -4.01662 2.87101 -0.67977
3 C -4.35299 1.71936 0.07356
4 C -3.37001 0.98418 0.66649
5 C -2.00649 1.37308 0.48812
6 C -1.67381 2.49977 -0.33096
7 C -2.67483 3.25530 -0.86950
8 N -0.97273 0.68223 1.08463
9 C -1.06060 0.23485 2.38460
10 C -2.01391 0.67622 3.33226
11 C -1.99454 0.14697 4.60082
12 C -1.02241 -0.79550 4.97540
13 C -0.01775 -1.19548 4.08711
14 C -0.03445 -0.66937 2.82305
15 N 0.94482 -0.89365 1.83439
16 N 1.96647 -1.58482 2.06803
17 C 2.83557 -1.59824 0.98249
18 C 4.04401 -2.25815 1.08392
19 C 4.91972 -2.19919 0.00635
20 C 4.55682 -1.48003 -1.12316
21 C 3.32350 -0.84766 -1.16873
22 N 2.46212 -0.90478 -0.14625
23 H -4.81101 3.46146 -1.12040
24 H -5.39091 1.42755 0.16408
25 H -3.60298 0.07918 1.21123
26 H -0.63488 2.77532 -0.43715
27 H -2.44734 4.15147 -1.43061
28 H -2.72349 1.45104 3.07959
29 H -2.72182 0.47784 5.33031
30 H -1.02723 -1.19433 5.98202
31 H 0.75978 -1.88359 4.39011
32 H 4.28295 -2.78835 1.99556
33 H 5.87740 -2.70056 0.05438
34 H 5.22207 -1.40393 -1.97214
35 H 3.00874 -0.27774 -2.03139
36 C 0.15922 -1.52416 -4.47255
37 N 0.18838 -0.92215 -3.13662
38 C 0.41687 0.36775 -2.90110
39 N 0.66403 1.18837 -3.91846
40 O 0.40877 0.86865 -1.71759
41 H -0.10893 -2.57085 -4.37017
42 H 1.13775 -1.46396 -4.94853
43 H -0.59356 -1.04457 -5.09863
44 H -0.06161 -1.49267 -2.34610
45 H 0.62682 0.88810 -4.87871
46 H 0.87523 2.15399 -3.72761

Results
**2S+1**: 2
**Energy above the lowest of the compared OMol25 structures with the same formula, charge and spin**: 62.8 kJ/mol
**Gap between HOMO and LUMO (alpha / beta)**: 0.2216 / 0.1675 Eh
**LUMO energy (alpha / beta)**: -12.2 / -13.5 eV
**Charge**: +3
**Calculated total energy**: -1242.4862 a.u.

=====

Question: What is the calculated total energy in the fourth record?
Answer: -1242.4862 a.u.

=====

Repeat the first record exactly.
Formula: C13H18F16GaN2O3
Source: the Open Molecules 2025 dataset
Level of theory: wB97M-V/def2-TZVPD

Positions of all 53 atoms, in Å:
1 N -5.96160 3.52105 -3.27451
2 C -4.49429 3.91025 -3.19891
3 Ga -4.13655 4.21121 -1.15669
4 N -5.41852 5.53591 -0.55658
5 C -4.36430 2.34073 -0.28304
6 C -3.75897 2.21971 1.16104
7 O -2.55251 2.44733 1.44655
8 H -6.47489 4.23573 -2.74140
9 H -6.26719 3.48385 -4.25392
10 H -4.25827 4.83516 -3.81884
11 H -3.89403 2.98693 -3.48665
12 H -2.63747 4.76315 -1.04339
13 H -6.21028 5.13878 -0.04270
14 H -4.98959 6.32474 -0.06662
15 H -5.46876 2.02690 -0.29491
16 H -3.84621 1.60325 -0.99569
17 H -4.48911 1.92651 2.00254
18 C 2.06861 0.11665 1.30250
19 C 3.29141 1.04387 1.48444
20 C 3.91548 1.07690 2.88102
21 F 3.06780 1.52411 3.82101
22 F 4.98077 1.92257 2.89932
23 F 2.96460 2.28960 1.07199
24 F 4.25346 0.60112 0.61740
25 O 0.77368 0.72483 1.36569
26 C 0.18759 0.90039 2.63785
27 C -0.03236 2.37721 2.98340
28 F 1.13395 3.06801 2.98276
29 F -0.56123 2.50776 4.22710
30 F 0.91248 0.24126 3.56724
31 F -1.00407 0.27056 2.58582
32 H 2.12915 -0.25992 0.27833
33 H 2.12899 -0.77390 1.92577
34 H 4.27271 0.08589 3.17620
35 H -0.70700 2.85207 2.26737
36 C 3.21312 -5.42537 -0.22986
37 C 3.09218 -6.05567 -1.63543
38 C 3.72361 -5.27118 -2.78731
39 F 3.16631 -4.06137 -2.95983
40 F 3.55068 -5.93826 -3.95748
41 F 1.78949 -6.32137 -1.88672
42 F 3.71833 -7.26859 -1.57667
43 O 2.08320 -4.69217 0.26186
44 C 1.96811 -3.33404 -0.10098
45 C 0.71692 -3.05152 -0.93862
46 F 0.71232 -3.76790 -2.08199
47 F 0.66558 -1.74698 -1.29236
48 F 3.10384 -2.92621 -0.69446
49 F 1.89034 -2.64590 1.06175
50 H 3.29927 -6.26559 0.46456
51 H 4.14402 -4.86761 -0.10358
52 H 4.79893 -5.14204 -2.63354
53 H -0.18973 -3.29842 -0.38083

Results
**Gap between HOMO and LUMO**: 0.2149 Eh
**LUMO energy**: 1.7 eV
**Charge**: -1
**Calculated total energy**: -4364.0305 a.u.

=====

Repeat the first record exactly.
Formula: C13H18F16GaN2O3
Source: the Open Molecules 2025 dataset
Level of theory: wB97M-V/def2-TZVPD

Positions of all 53 atoms, in Å:
1 N -5.96160 3.52105 -3.27451
2 C -4.49429 3.91025 -3.19891
3 Ga -4.13655 4.21121 -1.15669
4 N -5.41852 5.53591 -0.55658
5 C -4.36430 2.34073 -0.28304
6 C -3.75897 2.21971 1.16104
7 O -2.55251 2.44733 1.44655
8 H -6.47489 4.23573 -2.74140
9 H -6.26719 3.48385 -4.25392
10 H -4.25827 4.83516 -3.81884
11 H -3.89403 2.98693 -3.48665
12 H -2.63747 4.76315 -1.04339
13 H -6.21028 5.13878 -0.04270
14 H -4.98959 6.32474 -0.06662
15 H -5.46876 2.02690 -0.29491
16 H -3.84621 1.60325 -0.99569
17 H -4.48911 1.92651 2.00254
18 C 2.06861 0.11665 1.30250
19 C 3.29141 1.04387 1.48444
20 C 3.91548 1.07690 2.88102
21 F 3.06780 1.52411 3.82101
22 F 4.98077 1.92257 2.89932
23 F 2.96460 2.28960 1.07199
24 F 4.25346 0.60112 0.61740
25 O 0.77368 0.72483 1.36569
26 C 0.18759 0.90039 2.63785
27 C -0.03236 2.37721 2.98340
28 F 1.13395 3.06801 2.98276
29 F -0.56123 2.50776 4.22710
30 F 0.91248 0.24126 3.56724
31 F -1.00407 0.27056 2.58582
32 H 2.12915 -0.25992 0.27833
33 H 2.12899 -0.77390 1.92577
34 H 4.27271 0.08589 3.17620
35 H -0.70700 2.85207 2.26737
36 C 3.21312 -5.42537 -0.22986
37 C 3.09218 -6.05567 -1.63543
38 C 3.72361 -5.27118 -2.78731
39 F 3.16631 -4.06137 -2.95983
40 F 3.55068 -5.93826 -3.95748
41 F 1.78949 -6.32137 -1.88672
42 F 3.71833 -7.26859 -1.57667
43 O 2.08320 -4.69217 0.26186
44 C 1.96811 -3.33404 -0.10098
45 C 0.71692 -3.05152 -0.93862
46 F 0.71232 -3.76790 -2.08199
47 F 0.66558 -1.74698 -1.29236
48 F 3.10384 -2.92621 -0.69446
49 F 1.89034 -2.64590 1.06175
50 H 3.29927 -6.26559 0.46456
51 H 4.14402 -4.86761 -0.10358
52 H 4.79893 -5.14204 -2.63354
53 H -0.18973 -3.29842 -0.38083

Results
**Gap between HOMO and LUMO**: 0.2149 Eh
**LUMO energy**: 1.7 eV
**Charge**: -1
**Calculated total energy**: -4364.0305 a.u.

=====

Question: calculated total energy of number 4 (C19H19IrN6O)?
Answer: -1242.4862 a.u.